1.
{
  "formula": "C3H9NO2P",
  "method": "ωB97M-V/def2-TZVPD",
  "lumo_energy_ev": 4.250,
  "orbital_gap_ev": 7.487,
  "relative_energy_kj_mol": 191.6,
  "total_energy_ha": -666.32484,
  "total_charge": -1,
  "symbols": ["C", "C", "C", "N", "O", "O", "P", "H", "H", "H", "H", "H", "H", "H", "H", "H"],
  "coordinates": [[-1.28, 0.45, 1.24], [1.43, -2.19, 0.32], [-1.33, 0.20, -0.25], [0.72, -1.18, 0.61], [3.40, 0.98, 0.47], [1.04, 1.19, -0.62], [0.40, -0.15, -0.92], [-1.74, -0.28, 1.86], [-0.21, 0.59, 1.51], [-1.86, 1.35, 1.38], [1.77, -2.55, -0.66], [1.73, -2.84, 1.18], [2.56, 0.88, -0.09], [-1.62, 1.01, -0.92], [-2.01, -0.63, -0.51], [3.10, 1.54, 1.23]],
  "nbo_charge": [-0.62, -0.08, -0.76, -0.69, -1.02, -1.20, 1.17, 0.19, 0.24, 0.18, 0.13, 0.12, 0.51, 0.20, 0.18, 0.45]
}

2.
{
  "formula": "C3H9NO2S",
  "method": "ωB97M-V/def2-TZVPD",
  "lumo_energy_ev": 0.607,
  "orbital_gap_ev": 9.713,
  "relative_energy_kj_mol": 190.4,
  "smiles": "NC(=O)CCS.O",
  "total_energy_ha": -723.09582,
  "symbols": ["C", "C", "S", "C", "N", "O", "H", "H", "H", "H", "H", "H", "H", "H", "H", "O"],
  "coordinates": [[-0.59, -0.37, 0.24], [-1.04, 0.19, 1.58], [-2.73, 0.43, 1.94], [0.83, -0.13, 0.07], [1.67, -1.22, -0.27], [1.30, 1.02, 0.04], [-0.92, -1.49, 0.36], [-1.25, -0.06, -0.67], [-0.67, -0.44, 2.51], [-0.51, 1.08, 1.78], [-3.46, 0.20, 0.85], [1.49, -2.15, 0.04], [2.64, -1.18, -0.39], [1.07, 1.95, -2.09], [0.86, 0.70, -3.11], [1.31, 1.45, -2.86]],
  "nbo_charge": [-0.52, -0.55, -0.01, 0.67, -0.82, -0.60, 0.22, 0.26, 0.22, 0.23, 0.13, 0.38, 0.40, 0.50, 0.47, -0.97]
}

3.
{
  "formula": "C3H9NO2S",
  "method": "ωB97M-V/def2-TZVPD",
  "lumo_energy_ev": 0.567,
  "orbital_gap_ev": 9.801,
  "relative_energy_kj_mol": 194.8,
  "smiles": "N[C@@H](C=O)CS.O",
  "total_energy_ha": -723.09415,
  "symbols": ["O", "C", "C", "C", "S", "N", "H", "H", "H", "H", "H", "H", "H", "H", "H", "O"],
  "coordinates": [[3.12, 0.14, -0.77], [2.72, 0.10, 0.35], [1.31, 0.52, 0.80], [0.43, 0.70, -0.42], [-1.09, 1.60, 0.02], [0.83, -0.48, 1.74], [3.24, -0.46, 1.16], [1.40, 1.52, 1.25], [0.22, -0.23, -0.96], [0.96, 1.29, -1.16], [-2.04, 0.78, 0.51], [-0.17, -0.33, 1.82], [1.27, -0.33, 2.64], [-4.66, -1.79, -2.79], [-3.55, -1.79, -1.76], [-3.97, -1.23, -2.43]],
  "nbo_charge": [-0.51, 0.46, -0.18, -0.52, -0.07, -0.83, 0.10, 0.19, 0.24, 0.26, 0.13, 0.37, 0.36, 0.47, 0.47, -0.93]
}

4.
{
  "formula": "C3H9NO2S",
  "method": "ωB97M-V/def2-TZVPD",
  "lumo_energy_ev": 0.557,
  "orbital_gap_ev": 9.743,
  "relative_energy_kj_mol": 215.3,
  "smiles": "N[C@H](C=O)CS.O",
  "total_energy_ha": -723.08635,
  "symbols": ["O", "C", "C", "C", "S", "N", "H", "H", "H", "H", "H", "H", "H", "H", "H", "O"],
  "coordinates": [[-1.40, -2.29, -1.37], [-1.46, -1.62, -0.37], [-0.59, -0.38, -0.05], [0.81, -0.77, -0.67], [1.44, 0.62, -1.61], [-0.37, -0.21, 1.40], [-2.07, -1.92, 0.46], [-1.06, 0.51, -0.48], [1.51, -1.19, 0.07], [0.77, -1.62, -1.34], [2.18, 1.41, -0.76], [0.31, -0.91, 1.69], [-1.18, -0.15, 2.01], [0.32, 2.76, 1.11], [0.30, 2.54, -0.37], [0.50, 3.23, 0.29]],
  "nbo_charge": [-0.51, 0.43, -0.17, -0.55, -0.05, -0.85, 0.10, 0.22, 0.23, 0.26, 0.15, 0.37, 0.38, 0.47, 0.47, -0.95]
}

5.
{
  "formula": "C3H9NO2S2",
  "method": "ωB97M-V/def2-TZVPD",
  "lumo_energy_ev": -4.018,
  "orbital_gap_ev": 5.383,
  "relative_energy_kj_mol": 555.7,
  "total_energy_ha": -1121.13378,
  "symbols": ["S", "S", "C", "C", "N", "C", "O", "H", "H", "H", "H", "H", "H", "H", "H", "H", "O"],
  "coordinates": [[1.45, -2.03, -1.52], [-2.49, 1.30, -0.15], [-0.83, 1.06, -0.49], [-0.05, 0.65, 0.91], [1.24, 0.53, 0.57], [2.12, 1.45, 1.10], [3.28, 1.47, 0.83], [2.09, -2.82, -0.67], [-0.44, 2.00, -0.90], [-0.66, 0.26, -1.22], [-0.20, 1.41, 1.70], [-0.57, -0.24, 1.25], [1.77, -2.73, -2.61], [1.72, 2.23, 1.79], [-2.57, -0.75, -0.27], [-3.37, -2.08, -0.06], [-2.49, -1.72, -0.26]],
  "nbo_charge": [-0.28, 0.11, -0.57, -0.22, -0.31, 0.47, -0.46, 0.14, 0.24, 0.26, 0.19, 0.27, 0.14, 0.09, 0.45, 0.47, -0.98]
}

6.
{
  "formula": "C3H9NO3",
  "method": "ωB97M-V/def2-TZVPD",
  "lumo_energy_ev": 0.675,
  "orbital_gap_ev": 10.112,
  "relative_energy_kj_mol": 283.0,
  "smiles": "NC(O)O.CC=O",
  "total_energy_ha": -400.11372,
  "symbols": ["C", "N", "O", "O", "H", "H", "H", "H", "H", "C", "C", "O", "H", "H", "H", "H"],
  "coordinates": [[-1.14, 0.04, -0.06], [-1.25, -1.33, -0.42], [-0.76, 0.80, -1.16], [-2.31, 0.51, 0.53], [-3.05, 0.06, 0.09], [-1.52, 0.99, -1.73], [-0.39, 0.35, 0.96], [-0.44, -1.63, -0.96], [-1.19, -1.90, 0.42], [2.06, 0.66, -0.09], [1.24, -0.21, 0.82], [1.24, -1.43, 0.84], [0.81, 0.42, 1.75], [2.23, 0.15, -1.04], [2.99, 0.96, 0.38], [1.48, 1.55, -0.33]],
  "nbo_charge": [0.51, -0.86, -0.74, -0.72, 0.47, 0.48, 0.15, 0.38, 0.38, -0.72, 0.42, -0.58, 0.11, 0.23, 0.24, 0.25]
}

7.
{
  "formula": "C3H9NO3",
  "method": "ωB97M-V/def2-TZVPD",
  "lumo_energy_ev": 0.629,
  "orbital_gap_ev": 9.603,
  "relative_energy_kj_mol": 157.9,
  "smiles": "CNCC(=O)O.O",
  "total_energy_ha": -400.16134,
  "symbols": ["C", "N", "C", "C", "O", "O", "H", "H", "H", "H", "H", "H", "H", "H", "H", "O"],
  "coordinates": [[-0.67, 0.17, 1.18], [0.31, 0.82, 0.22], [-0.05, 0.77, -1.20], [-1.46, 1.28, -1.56], [-1.50, 1.70, -2.85], [-2.46, 1.10, -0.92], [-0.01, -0.28, 1.92], [-1.09, -0.63, 0.58], [-1.29, 0.98, 1.54], [0.38, 1.80, 0.42], [-0.07, -0.24, -1.61], [0.70, 1.40, -1.66], [-2.35, 1.45, -3.24], [5.13, -3.94, 4.25], [4.65, -4.40, 2.85], [4.60, -4.60, 3.79]],
  "nbo_charge": [-0.42, -0.61, -0.33, 0.77, -0.70, -0.58, 0.19, 0.20, 0.20, 0.34, 0.22, 0.22, 0.49, 0.47, 0.47, -0.94]
}

8.
{
  "formula": "C3H9NO3",
  "method": "ωB97M-V/def2-TZVPD",
  "lumo_energy_ev": 0.903,
  "orbital_gap_ev": 9.736,
  "relative_energy_kj_mol": 580.3,
  "smiles": "[H]/N=C(/C)OC.OO",
  "total_energy_ha": -400.00045,
  "symbols": ["C", "C", "C", "O", "N", "H", "H", "H", "H", "H", "H", "H", "O", "O", "H", "H"],
  "coordinates": [[-1.86, -0.30, -1.07], [1.23, -1.13, 0.94], [0.70, -0.49, -0.28], [-0.96, -0.27, 0.02], [1.15, -0.40, -1.42], [0.64, 0.12, -2.13], [-2.89, -0.12, -0.74], [-1.84, -1.26, -1.61], [-1.61, 0.48, -1.80], [2.26, -1.47, 0.75], [1.23, -0.42, 1.77], [0.61, -1.99, 1.20], [0.23, 1.76, 0.40], [0.56, 1.89, 1.81], [1.17, 2.64, 1.75], [-0.63, 0.96, 0.39]],
  "nbo_charge": [-0.26, -0.72, 0.67, -0.64, -0.66, 0.38, 0.21, 0.18, 0.17, 0.25, 0.28, 0.25, -0.55, -0.50, 0.46, 0.49]
}

9.
{
  "formula": "C3H9NO3",
  "method": "ωB97M-V/def2-TZVPD",
  "lumo_energy_ev": [-0.413, -0.291],
  "orbital_gap_ev": [9.162, 8.036],
  "relative_energy_kj_mol": 529.7,
  "total_energy_ha": -400.01974,
  "symbols": ["C", "C", "C", "N", "O", "O", "O", "H", "H", "H", "H", "H", "H", "H", "H", "H"],
  "coordinates": [[-0.62, -0.24, 0.39], [1.01, 0.85, 0.27], [2.07, 0.23, -0.58], [-0.27, -1.57, 0.23], [-0.95, 0.50, -0.62], [-2.86, 0.17, -0.53], [-1.25, 0.01, 1.55], [-2.15, 0.28, 1.22], [-3.06, 0.99, -1.01], [-0.12, -1.85, -0.73], [-0.80, -2.22, 0.79], [1.14, 0.73, 1.34], [0.75, 1.87, 0.03], [2.22, -0.82, -0.32], [1.84, 0.33, -1.64], [3.03, 0.74, -0.39]],
  "nbo_charge": [0.80, -0.26, -0.67, -0.86, -0.43, -0.72, -0.73, 0.53, 0.45, 0.40, 0.40, 0.22, 0.21, 0.22, 0.22, 0.23]
}

10.
{
  "formula": "C3H9NO3",
  "method": "ωB97M-V/def2-TZVPD",
  "lumo_energy_ev": [-0.149, 0.303],
  "orbital_gap_ev": [7.947, 7.730],
  "relative_energy_kj_mol": 752.6,
  "total_energy_ha": -399.93484,
  "symbols": ["C", "C", "C", "N", "O", "O", "O", "H", "H", "H", "H", "H", "H", "H", "H", "H"],
  "coordinates": [[-1.20, 0.76, 0.19], [-1.33, -0.65, 0.33], [0.96, 0.76, 1.34], [0.46, -0.90, 0.68], [0.80, -0.47, -2.04], [0.95, -1.81, -0.05], [-0.91, 1.34, -0.97], [1.63, -0.46, -2.54], [0.86, -1.45, -1.48], [-0.66, 0.67, -1.66], [-1.48, 1.47, 0.95], [-1.57, -1.24, -0.55], [-1.93, -0.95, 1.18], [0.93, 1.71, 0.81], [1.98, 0.42, 1.46], [0.51, 0.80, 2.33]],
  "nbo_charge": [0.23, -0.41, -0.50, 0.09, -1.04, -0.45, -0.65, 0.48, 0.49, 0.53, 0.19, 0.23, 0.22, 0.21, 0.20, 0.20]
}

11.
{
  "formula": "C3H9NO3",
  "method": "ωB97M-V/def2-TZVPD",
  "lumo_energy_ev": 0.429,
  "orbital_gap_ev": 10.220,
  "relative_energy_kj_mol": 110.6,
  "smiles": "NC(=O)CCO.O",
  "total_energy_ha": -400.17937,
  "symbols": ["O", "O", "C", "N", "C", "C", "H", "H", "H", "H", "H", "H", "H", "O", "H", "H"],
  "coordinates": [[1.58, -0.16, 2.08], [1.10, 0.46, -2.19], [0.53, 0.18, 1.57], [-0.61, 0.10, 2.22], [1.20, -0.14, -0.91], [0.47, 0.70, 0.13], [1.65, 1.26, -2.08], [-1.40, 0.33, 1.63], [-0.74, -0.03, 3.23], [2.28, -0.31, -0.73], [0.69, -1.12, -0.87], [-0.56, 0.94, -0.21], [1.04, 1.65, 0.16], [-2.45, -1.67, -1.23], [-1.79, -1.29, -1.85], [-2.99, -0.90, -0.94]],
  "nbo_charge": [-0.63, -0.71, 0.66, -0.80, -0.06, -0.52, 0.46, 0.38, 0.42, 0.19, 0.18, 0.20, 0.22, -0.94, 0.48, 0.47]
}

12.
{
  "formula": "C3H9NO3",
  "method": "ωB97M-V/def2-TZVPD",
  "lumo_energy_ev": 0.395,
  "orbital_gap_ev": 10.152,
  "relative_energy_kj_mol": 206.1,
  "total_energy_ha": -400.14300,
  "symbols": ["H", "O", "N", "H", "H", "C", "H", "C", "O", "O", "H", "H", "C", "H", "H", "H"],
  "coordinates": [[-0.70, 0.67, 0.50], [-1.22, 1.24, 1.43], [-0.44, -0.11, -0.50], [-1.85, 0.84, 2.05], [-1.22, -0.77, -0.41], [0.81, -0.82, -0.16], [1.68, -0.28, -0.61], [1.28, -0.67, 1.32], [1.79, -1.62, 1.85], [0.98, 0.47, 1.89], [-0.05, 0.85, 1.81], [0.89, -1.75, -0.71], [-0.49, 0.41, -1.88], [-0.37, -0.49, -2.50], [-1.42, 0.89, -2.10], [0.33, 1.15, -1.98]],
  "nbo_charge": [0.48, -1.02, -0.58, 0.49, 0.39, -0.36, 0.22, 0.79, -0.59, -0.75, 0.49, 0.22, -0.41, 0.19, 0.22, 0.22]
}

13.
{
  "formula": "C3H9NO3P",
  "method": "ωB97M-V/def2-TZVPD",
  "lumo_energy_ev": 3.925,
  "orbital_gap_ev": 9.115,
  "relative_energy_kj_mol": 190.0,
  "total_energy_ha": -741.61924,
  "total_charge": -1,
  "symbols": ["C", "C", "C", "N", "O", "O", "O", "P", "H", "H", "H", "H", "H", "H", "H", "H", "H"],
  "coordinates": [[0.72, -0.42, -1.24], [0.77, -0.20, 1.35], [0.03, -0.55, 0.07], [-1.51, 1.57, -0.04], [-2.36, -0.51, 1.26], [-2.47, -0.49, -1.32], [-0.22, -2.32, 0.24], [-1.79, -0.14, -0.06], [0.05, -0.45, -1.95], [1.38, -1.27, -1.40], [1.22, 0.58, -1.23], [0.11, -0.37, 2.28], [1.55, -0.94, 1.49], [1.26, 0.72, 1.22], [-1.50, 1.95, -1.09], [-2.39, 1.94, 0.50], [-1.17, -2.12, 0.39]],
  "nbo_charge": [-0.66, -0.66, -0.03, -1.24, -1.18, -1.16, -0.84, 2.25, 0.22, 0.22, 0.19, 0.25, 0.21, 0.20, 0.37, 0.38, 0.46]
}

14.
{
  "formula": "C3H9NO4",
  "method": "ωB97M-V/def2-TZVPD",
  "lumo_energy_ev": -5.813,
  "orbital_gap_ev": 2.898,
  "relative_energy_kj_mol": 783.8,
  "total_energy_ha": -475.14231,
  "symbols": ["C", "N", "C", "C", "O", "O", "H", "H", "H", "H", "H", "H", "H", "O", "H", "H", "O"],
  "coordinates": [[0.42, 1.79, 1.97], [-0.90, 1.66, 2.15], [1.07, -2.32, -0.13], [-0.23, -2.65, -0.37], [-0.73, -2.92, -1.50], [0.78, 2.13, 0.82], [1.14, 1.50, 2.73], [-1.11, 1.33, 3.03], [1.43, -2.03, 0.89], [1.86, -2.55, -0.87], [-0.87, -2.55, 0.58], [-0.45, 0.52, -2.22], [-0.01, -0.94, -1.89], [-0.38, -0.40, -2.54], [-1.41, 2.79, -1.11], [-0.06, 2.30, -0.33], [-0.54, 2.35, -1.22]],
  "nbo_charge": [0.40, -0.57, -0.12, 0.17, -0.34, -0.55, 0.12, 0.31, 0.22, 0.22, 0.15, 0.51, 0.44, -0.91, 0.47, 0.49, -1.02]
}

15.
{
  "formula": "C3H9NO6P2",
  "method": "ωB97M-V/def2-TZVPD",
  "lumo_energy_ev": 6.271,
  "orbital_gap_ev": 6.443,
  "relative_energy_kj_mol": 180.1,
  "total_energy_ha": -1308.74634,
  "total_charge": -2,
  "symbols": ["C", "C", "C", "N", "O", "O", "O", "O", "O", "O", "P", "P", "H", "H", "H", "H", "H", "H", "H", "H", "H"],
  "coordinates": [[1.69, 0.98, -0.47], [3.29, -0.28, 1.04], [1.91, -0.45, 0.19], [1.00, -0.83, 1.19], [-4.30, 1.58, 0.75], [-3.96, -0.95, 0.15], [-3.19, 0.91, -1.58], [-1.80, -2.05, 0.12], [-0.84, -0.37, -1.51], [-1.90, 0.43, 0.62], [-0.94, -0.73, -0.07], [-3.49, 0.51, 0.04], [1.51, 1.80, 0.32], [2.48, 1.36, -1.21], [0.75, 0.84, -0.93], [3.97, 0.31, 0.32], [3.75, -1.20, 1.51], [3.12, 0.49, 1.89], [2.23, -0.96, -0.82], [-2.86, -1.76, 0.30], [-2.41, 0.37, -1.83]],
  "nbo_charge": [-0.66, -0.63, -0.08, -0.82, -1.15, -1.17, -1.04, -1.10, -1.20, -1.11, 2.19, 2.50, 0.17, 0.15, 0.24, 0.17, 0.19, 0.19, 0.10, 0.52, 0.51]
}

16.
{
  "formula": "C3H9NOS",
  "method": "ωB97M-V/def2-TZVPD",
  "lumo_energy_ev": 0.807,
  "orbital_gap_ev": 10.197,
  "relative_energy_kj_mol": 105.3,
  "smiles": "N[C@H](CO)CS",
  "total_energy_ha": -647.85797,
  "symbols": ["C", "O", "C", "C", "S", "N", "H", "H", "H", "H", "H", "H", "H", "H", "H"],
  "coordinates": [[0.29, -1.24, -0.71], [1.37, -2.10, -0.40], [0.25, -0.08, 0.31], [-1.23, 0.37, 0.45], [-1.60, 2.09, 0.03], [1.26, 0.91, -0.06], [0.33, -0.78, -1.70], [-0.65, -1.78, -0.69], [1.86, -2.25, -1.21], [0.57, -0.52, 1.25], [-1.63, 0.03, 1.40], [-1.87, -0.18, -0.23], [-1.48, 2.64, 1.24], [0.77, 1.70, -0.46], [1.75, 1.19, 0.77]],
  "nbo_charge": [-0.06, -0.72, -0.10, -0.55, -0.04, -0.84, 0.17, 0.15, 0.47, 0.20, 0.23, 0.22, 0.13, 0.37, 0.36]
}